Record 1
C22H24CoI2NO3P as an isolated structure at a distorted geometry. Source: the Open Molecules 2025 dataset; level of theory: ωB97M-V/def2-TZVPD.

Results
2S+1 ... 4
Net charge ... 0
Energy relative to the best compared isomer or geometry (same formula, charge and spin) ... 0.862 eV
E_LUMO (spin up / spin down) ... -0.48 / -0.66 eV
Kohn-Sham gap (spin up / spin down) ... 6.92 / 6.78 eV

Last column: Mulliken spin population.
Atoms and positions in Å:
Co -0.3023 -1.4496 0.2249  2.832
I 1.2617 -3.3826 4.9307  0.001
C 2.3278 -2.3443 3.4678  0.026
C 3.6932 -2.3531 3.4541  -0.007
C 4.4552 -1.9383 2.3617  0.015
I 6.5954 -1.9531 2.5854  0.000
C 3.8526 -1.5048 1.1583  -0.008
C 4.5383 -1.2516 -0.0190  0.019
C 3.7466 -0.6695 -1.0486  -0.008
C 2.3846 -0.6708 -0.9729  0.028
N 1.7302 -1.0260 0.1427  0.000
C 2.4022 -1.3597 1.2508  -0.029
C 1.6046 -1.7955 2.3439  0.002
O 0.2644 -1.8610 2.2386  0.052
H 4.2968 -2.8032 4.2252  -0.001
H 5.6027 -1.4660 -0.2199  0.001
H 4.2569 -0.3526 -1.9686  -0.001
H 1.7370 -0.2955 -1.7559  -0.001
C -1.6340 6.5305 -1.7695  0.000
C -1.4357 5.0907 -1.3988  0.000
C -2.0786 4.0403 -2.1113  0.000
C -1.8443 2.7129 -1.8429  0.000
C -2.3114 1.6822 -2.8379  0.003
C -1.1175 2.3454 -0.6695  -0.007
C -0.5216 3.3738 0.1181  0.008
C 0.2730 3.0195 1.3871  0.001
C -0.6735 4.7131 -0.3178  0.000
C -1.0306 0.9257 -0.3027  -0.009
O -0.8000 0.0214 -1.2294  0.041
O -1.2303 0.4656 0.8934  0.039
H -1.3746 6.7676 -2.7971  0.000
H -1.0650 7.2026 -1.0975  0.000
H -2.6307 6.7999 -1.5357  0.000
H -2.7568 4.4270 -2.8788  0.000
H -2.7693 2.2184 -3.7111  0.000
H -2.9377 0.8800 -2.4576  0.000
H -1.3507 1.2812 -3.2906  0.000
H 0.5591 3.9772 1.8592  0.000
H 1.1628 2.3623 1.3161  0.000
H -0.4610 2.3864 1.9170  -0.001
H -0.1526 5.5174 0.2263  0.000
C -3.1055 -3.0978 -1.0719  0.000
P -1.6644 -3.2232 -0.0099  -0.003
C -0.7317 -4.6857 -0.5759  0.008
C -2.2034 -3.6301 1.6782  -0.004
H -3.8759 -3.8604 -0.8075  0.001
H -2.8240 -3.3170 -2.1351  -0.001
H -3.5781 -2.0945 -1.0886  -0.001
H -1.4424 -5.5630 -0.7638  0.002
H -0.0043 -5.0936 0.2095  -0.001
H -0.0419 -4.5717 -1.4156  0.000
H -3.1652 -4.1709 1.6638  0.000
H -2.2621 -2.7369 2.3123  0.002
H -1.3681 -4.2192 2.1361  0.001

***

Record 2
An isolated molecule of C2H3N3O. Source: the Open Molecules 2025 dataset; level of theory: ωB97M-V/def2-TZVPD.

Results
2S+1 ... 1
Net charge ... 0
Energy relative to the best compared isomer or geometry (same formula, charge and spin) ... 2.423 eV
E_LUMO ... 0.84 eV
Kohn-Sham gap ... 10.58 eV

Last column: Löwdin charge in e.
Atoms and positions in Å:
N 1.5681 -0.0306 -0.0320  0.108
C 0.1956 0.1434 0.0119  -0.404
C -0.8779 -0.8004 0.0831  -0.074
N -1.9848 -0.1446 0.2720  0.063
O -1.6514 1.1583 0.3184  -0.097
N -0.3164 1.3379 0.1385  0.103
H 2.0268 0.8720 -0.0672  0.094
H 1.9311 -0.6569 -0.7375  0.093
H -0.8911 -1.8791 0.0127  0.114

***

Record 3
An isolated molecule of C4H4N2O. Source: the Open Molecules 2025 dataset; level of theory: ωB97M-V/def2-TZVPD.

Results
2S+1 ... 1
Net charge ... 0
Energy relative to the best compared isomer or geometry (same formula, charge and spin) ... 0.188 eV
E_LUMO ... 0.17 eV
Kohn-Sham gap ... 9.54 eV

Last column: Löwdin charge in e.
Atoms and positions in Å:
O -2.4953 0.3961 -0.0147  0.038
C -1.6692 -0.4994 0.0123  -0.188
C -0.2298 -0.2556 -0.0081  -0.343
N 0.6959 -1.1990 -0.0151  0.111
C 1.8754 -0.5209 0.0097  -0.148
C 1.6733 0.8401 0.0044  -0.077
N 0.3165 0.9875 0.0145  0.106
H -1.9575 -1.5607 0.0661  0.125
H 2.8132 -1.0608 -0.0165  0.099
H 2.3316 1.6949 -0.0499  0.112
H -0.2103 1.8532 0.0122  0.165

***

Record 4
A 3-piece molecular cluster, C5H15NO2 overall at a distorted geometry. Source: the Open Molecules 2025 dataset; level of theory: ωB97M-V/def2-TZVPD.

Results
2S+1 ... 2
Net charge ... +1
Energy relative to the best compared isomer or geometry (same formula, charge and spin) ... 2.351 eV
E_LUMO (spin up / spin down) ... -3.36 / -8.31 eV
Kohn-Sham gap (spin up / spin down) ... 10.73 / 5.58 eV

Last column: Mulliken spin population.
Atoms and positions in Å:
C 0.1160 -1.0402 2.9540  0.139
C 0.6451 -0.9904 1.5074  -0.020
C 0.8137 0.5726 1.1146  0.143
C 1.7939 0.6882 -0.0222  0.012
C 1.5226 1.3796 -1.1240  0.084
N -0.2135 -1.6514 0.6194  0.675
H -0.2363 -2.0475 3.1679  -0.010
H 0.9591 -0.9874 3.6401  0.010
H -0.7222 -0.3727 3.1191  -0.002
H 1.6253 -1.3803 1.2499  -0.003
H 1.1535 1.1348 1.9743  0.007
H -0.1594 0.9179 0.7629  -0.011
H 2.8037 0.3692 0.2145  -0.003
H 2.3744 1.5416 -1.7739  0.004
H 0.5617 1.7671 -1.4245  0.001
H 0.0376 -2.5899 0.3349  -0.011
H -1.2123 -1.4659 0.6868  -0.016
H -1.9323 0.9370 -1.1105  0.000
H -3.1704 1.3689 -0.3537  0.000
O -2.2529 1.6212 -0.5156  0.000
H -1.4838 -0.6632 -2.8963  0.001
H -1.0097 0.3996 -3.9040  0.000
O -1.1200 -0.5450 -3.7765  0.002

***

Record 5
A 2-piece molecular cluster, C5H16NO overall at a distorted geometry. Source: the Open Molecules 2025 dataset; level of theory: ωB97M-V/def2-TZVPD.

Results
2S+1 ... 1
Net charge ... +1
Energy relative to the best compared isomer or geometry (same formula, charge and spin) ... 1.294 eV
E_LUMO ... -3.25 eV
Kohn-Sham gap ... 11.35 eV

Last column: Löwdin charge in e.
Atoms and positions in Å:
C 0.7544 -0.5676 -0.1572  -0.080
C -0.2766 0.5672 -0.1988  -0.375
C -0.1317 1.2911 -1.5449  -0.050
C -0.0355 1.6151 0.9534  -0.229
C -1.2724 2.5001 1.1353  -0.099
N 0.1925 -1.8182 0.6265  0.180
H 0.8029 -0.9358 -1.1873  0.123
H 1.6993 -0.3459 0.3348  0.138
H -1.2960 0.2382 0.0871  0.137
H -0.9767 0.9263 -2.1319  0.095
H 0.8964 1.2689 -1.9030  0.096
H -0.3915 2.3478 -1.4456  0.077
H 0.8646 2.1750 0.6711  0.119
H 0.1502 1.1513 1.9225  0.104
H -2.1607 1.8984 1.3650  0.083
H -1.5491 2.9894 0.2023  0.066
H -1.1747 3.3776 1.7716  0.082
H 0.9458 -2.1392 1.2129  0.150
H 0.0049 -2.4176 -0.1930  0.110
H -0.7086 -1.5921 1.0403  0.157
H 1.1191 -4.6162 -0.2526  0.068
H 1.5646 -4.0670 -1.5122  0.069
O 0.9785 -3.8466 -0.7963  -0.020

***

Record 6
A 2-piece molecular cluster, H5N4O overall at a distorted geometry. Source: the Open Molecules 2025 dataset; level of theory: ωB97M-V/def2-TZVPD.

Results
2S+1 ... 3
Net charge ... -1
Energy relative to the best compared isomer or geometry (same formula, charge and spin) ... 0.000 eV
E_LUMO (spin up / spin down) ... 5.27 / 5.05 eV
Kohn-Sham gap (spin up / spin down) ... 5.76 / 8.00 eV

Last column: Mulliken spin population.
Atoms and positions in Å:
N -1.0899 -0.4457 -1.3243  0.193
N 1.2444 0.2738 1.3422  0.063
N -0.1467 0.5048 -1.3372  0.757
N -0.0684 0.5479 1.0627  0.685
O -0.8797 -0.4761 1.1348  0.210
H -1.9845 0.0374 -1.3152  -0.008
H -1.1841 -0.7921 -0.3040  0.035
H 1.6714 0.8906 0.6471  0.036
H 1.6332 -0.7140 1.4221  0.025
H 0.8043 0.1735 -1.3282  0.003

***

Record 7
C36H37N2O4RhS3 as an isolated structure at a distorted geometry. Source: the Open Molecules 2025 dataset; level of theory: ωB97M-V/def2-TZVPD.

Results
2S+1 ... 5
Net charge ... +2
Energy relative to the best compared isomer or geometry (same formula, charge and spin) ... 0.000 eV
E_LUMO (spin up / spin down) ... -6.17 / -8.27 eV
Kohn-Sham gap (spin up / spin down) ... 6.29 / 5.32 eV

Last column: Mulliken spin population.
Atoms and positions in Å:
Rh -0.4067 1.0243 0.8943  1.149
S -2.2214 0.0397 0.0203  0.065
C -1.7871 -0.2636 -1.6478  0.089
N -2.5575 -1.0107 -2.4289  0.220
C -2.2088 -1.1188 -3.8495  0.004
C -0.7074 -1.2019 -4.0029  -0.027
N -0.0827 -0.0566 -3.3262  0.387
C 0.9844 0.6517 -4.0583  -0.022
C 0.4090 1.3315 -5.2716  0.014
C -0.5323 2.3463 -5.1186  0.008
C -1.0797 2.9628 -6.2313  0.000
C -0.6859 2.5684 -7.5053  0.005
C 0.2478 1.5570 -7.6636  0.000
C 0.7946 0.9376 -6.5459  0.004
C -0.6056 0.3048 -2.1486  0.279
S 0.3312 1.3738 -1.0986  0.554
C -3.6564 -1.8630 -1.9396  -0.020
C -3.2812 -3.3160 -2.0705  0.012
C -4.1223 -4.2049 -2.7230  0.003
C -3.7732 -5.5466 -2.8327  0.000
C -2.5776 -5.9957 -2.2980  0.002
C -1.7253 -5.1059 -1.6514  -0.003
C -2.0771 -3.7719 -1.5341  -0.007
H -2.6099 -0.2528 -4.3818  0.006
H -2.6728 -2.0237 -4.2371  -0.001
H -0.4275 -1.1604 -5.0533  0.000
H -0.3088 -2.1142 -3.5511  0.021
H 1.7269 -0.0974 -4.3389  0.009
H 1.4675 1.3470 -3.3747  0.009
H -0.8381 2.6648 -4.1271  0.006
H -1.8071 3.7538 -6.1099  0.000
H -1.1045 3.0573 -8.3744  0.000
H 0.5536 1.2482 -8.6536  0.000
H 1.5325 0.1534 -6.6710  0.000
H -4.5570 -1.6230 -2.5055  0.002
H -3.8429 -1.5919 -0.9008  0.003
H -5.0577 -3.8550 -3.1438  0.000
H -4.4355 -6.2349 -3.3392  0.000
H -2.3060 -7.0391 -2.3832  0.000
H -0.7888 -5.4580 -1.2398  0.000
H -1.4012 -3.0812 -1.0372  0.008
O 1.0968 2.1855 1.9998  -0.008
C 0.9990 2.3127 3.4086  0.185
C -0.8220 1.4129 3.8898  0.060
O -1.0098 1.5347 5.0342  0.146
O -1.2473 0.9515 2.8366  0.117
C 0.6744 3.6280 3.8745  0.090
C 0.9373 3.9486 5.2269  0.118
C 0.6237 5.1953 5.7171  -0.053
C 0.0281 6.1384 4.8817  0.149
C -0.2651 5.8330 3.5514  -0.034
C 0.0401 4.5885 3.0522  0.110
C 2.0380 1.4601 4.0809  0.037
C 1.7929 0.2513 4.7249  0.023
C 2.8495 -0.4678 5.2732  0.001
C 4.1468 0.0040 5.1707  0.001
C 4.3994 1.2059 4.5200  0.005
C 3.3497 1.9294 3.9808  0.022
H 1.2674 3.0599 1.6198  0.000
H 1.3929 3.2067 5.8678  0.003
H 0.8374 5.4437 6.7469  0.000
H -0.2191 7.1169 5.2713  0.004
H -0.7437 6.5694 2.9216  0.000
H -0.2392 4.3506 2.0311  0.001
H 0.7911 -0.1355 4.8432  -0.004
H 2.6480 -1.3927 5.7977  0.000
H 4.9624 -0.5549 5.6094  0.000
H 5.4095 1.5843 4.4472  0.001
H 3.5501 2.8741 3.4893  0.003
O 0.8845 -1.7595 -0.3664  0.047
S 0.8425 -1.2172 1.0169  0.145
C 2.4348 -1.5205 1.8048  0.025
C 2.2435 -2.7045 2.7686  0.003
C 0.9654 -3.4471 2.3632  0.006
C -0.0482 -2.3447 2.0766  0.004
H 2.7866 -0.6111 2.2897  0.003
H 3.0743 -1.7423 0.9488  0.004
H 2.1317 -2.3136 3.7813  0.000
H 3.1230 -3.3451 2.7591  0.004
H 0.6075 -4.1143 3.1451  0.001
H 1.1281 -4.0445 1.4649  0.001
H -0.3020 -1.7869 2.9827  0.000
H -0.9617 -2.6186 1.5499  0.001